A 2-piece molecular cluster, C5H10O overall, computed with ωB97M-V/def2-TZVPD.

Geometry as ORCA input:
```
! RIJCOSX wB97M-V def2-TZVPD def2/J DEFGRID3
* xyz 0 1
C -0.4213 1.2003 -1.2933
C -0.1294 -0.0294 -0.4745
C -1.3258 -0.8497 -0.1027
C 1.2000 -0.4305 -0.3321
C 1.3918 -0.8206 1.1160
O 1.4935 -1.7755 0.1499
H 0.4358 1.8741 -1.3788
H -1.2758 1.7773 -0.9205
H -0.6835 0.8533 -2.3038
H 0.3748 1.2137 1.2042
H -2.0309 -0.3068 0.5420
H -1.0452 -1.7841 0.3843
H -1.8659 -1.0819 -1.0299
H 2.0113 0.0985 -0.8188
H 1.0450 1.0091 1.5234
H 0.5104 -1.0005 1.7619
*
```

Frontier orbital gap (spin up / spin down) (eV): 8.3 / 7.7
Lowest unoccupied orbital energy (spin up / spin down) (eV): 0.224 / 0.117
Relative energy (zero: lowest compared OMol25 entry of this formula, charge and spin) (kJ/mol): 588.49
Maximum force (eV/Å): 1.031
Total energy (hartree): -271.52847
HOMO (spin up / spin down) (eV): -8.11 / -7.57

C30H26BrF4N7O9PTi as an isolated structure, computed with ωB97M-V/def2-TZVPD.

Geometry as ORCA input:
```
! RIJCOSX wB97M-V def2-TZVPD def2/J DEFGRID3
* xyz 2 2
Ti 0.0777 0.6647 -1.4832
N 2.0826 -0.3787 -0.6043
C 2.5714 0.3948 0.5454
C 3.9770 0.9553 0.3174
C 5.0798 -0.1204 0.3874
C 6.0141 0.0624 1.5866
N 5.3291 0.0269 2.8809
C 4.9898 -1.0674 3.5489
N 4.3643 -0.9590 4.7225
N 5.2372 -2.2777 3.0492
C 1.6008 1.5585 0.8033
O 1.7305 2.2886 1.7432
O 0.6423 1.6397 -0.1055
H 1.7853 -1.3088 -0.3225
H 2.7952 -0.4667 -1.3199
H 2.5465 -0.2094 1.4562
H 4.1551 1.7401 1.0537
H 3.9834 1.4437 -0.6607
H 5.7055 -0.0828 -0.5048
H 4.6241 -1.1144 0.4199
H 6.5061 1.0304 1.5190
H 6.8040 -0.6912 1.5717
H 5.0874 0.9157 3.2891
H 4.2142 -0.0633 5.1547
H 4.1483 -1.7728 5.2725
H 5.8029 -2.3961 2.2272
H 5.0758 -3.0988 3.6090
F -3.4228 6.9811 0.1444
C -3.1128 5.7088 0.0449
C -3.8434 4.7554 0.7398
F -4.8565 5.1204 1.4987
C -3.4892 3.4224 0.6288
F -4.1742 2.5225 1.3277
C -2.4371 2.9997 -0.1802
P -2.1006 1.2044 -0.2427
C -1.7407 0.7176 1.4657
C -1.4187 1.6655 2.4341
C -1.0220 1.2561 3.6967
C -0.9371 -0.0946 4.0001
C -1.2505 -1.0444 3.0367
C -1.6410 -0.6429 1.7705
C -3.6540 0.5213 -0.8554
C -4.3853 -0.4522 -0.1822
C -5.5596 -0.9297 -0.7440
C -5.9964 -0.4465 -1.9685
C -5.2628 0.5240 -2.6406
C -4.0884 1.0062 -2.0918
C -1.7304 3.9722 -0.8849
Br -0.3558 3.5376 -2.1208
C -2.0550 5.3124 -0.7615
F -1.3676 6.2324 -1.4232
H -1.4819 2.7238 2.2205
H -0.7692 1.9990 4.4409
H -0.6383 -0.4075 4.9923
H -1.2002 -2.0992 3.2742
H -1.8784 -1.3898 1.0242
H -4.0627 -0.8123 0.7859
H -6.1385 -1.6742 -0.2138
H -6.9130 -0.8256 -2.3998
H -5.6162 0.9039 -3.5899
H -3.5096 1.7600 -2.6134
O -0.4174 -4.1574 -6.4342
N -0.4678 -4.6380 -5.3227
O -0.5760 -5.8108 -5.0437
C -0.3939 -3.6912 -4.1902
C -0.3272 -2.3340 -4.4576
C -0.3052 -1.4736 -3.3882
C -0.3401 -1.9207 -2.0472
O -0.3992 -1.0313 -1.0724
C -0.2843 -3.3116 -1.8386
C -0.3523 -4.1904 -2.9032
N -0.0679 -3.8396 -0.4904
O 0.6749 -3.1990 0.2503
O -0.5656 -4.8986 -0.2079
N -0.1918 -0.0370 -3.4903
O -1.1675 0.6254 -2.8872
O 0.9956 0.4176 -3.0261
H -0.2939 -1.9912 -5.4834
H -0.3410 -5.2599 -2.7377
*
```

Frontier orbital gap (spin up / spin down) (eV): 7.8 / 6.0
Lowest unoccupied orbital energy (spin up / spin down) (eV): -5.824 / -7.673
Relative energy (zero: lowest compared OMol25 entry of this formula, charge and spin) (kJ/mol): 163.95
Maximum force (eV/Å): 4.305
Total energy (hartree): -6382.88941
HOMO (spin up / spin down) (eV): -13.62 / -13.69

One molecule with the formula C3H3F2NO, computed with ωB97M-V/def2-TZVPD.

Geometry as ORCA input:
```
! RIJCOSX wB97M-V def2-TZVPD def2/J DEFGRID3
* xyz 0 1
C 0.5706 -2.6154 0.2005
C -0.0440 -0.5127 -0.3669
C 0.9957 -0.0688 0.7986
N 0.0349 -1.8573 -0.5659
O 1.3074 -1.1000 1.5035
F 0.8563 -3.8124 0.2956
F 2.0641 0.4213 -0.0556
H -1.1168 -0.3225 -0.3146
H 0.0389 0.1081 -1.3610
H 0.7647 0.9333 1.2142
*
```

Frontier orbital gap (eV): 10.0
Lowest unoccupied orbital energy (eV): -0.643
Relative energy (zero: lowest compared OMol25 entry of this formula, charge and spin) (kJ/mol): 311.97
Maximum force (eV/Å): 4.440
Total energy (hartree): -445.70867
HOMO (eV): -10.61

An isolated ion of composition C5H10N2 and charge +2, computed with ωB97M-V/def2-TZVPD.

Geometry as ORCA input:
```
! RIJCOSX wB97M-V def2-TZVPD def2/J DEFGRID3
* xyz 2 1
C -3.3852 -0.3403 -0.4718
N -2.6054 0.5168 -0.0995
C -1.5259 1.1424 -0.0146
C -0.1613 0.4896 0.2881
C -0.0969 -0.9337 0.8376
C 0.9909 0.8912 -0.3739
N 2.2643 0.2161 -0.3316
H -3.0202 -1.0819 -1.1899
H -4.2999 -0.7388 0.0330
H -1.3842 2.0992 -0.6971
H -0.6180 -1.5431 1.5883
H 0.9158 -1.0029 1.0788
H -0.2127 -1.5881 -0.0982
H 1.2393 1.8149 -0.7648
H 2.9396 0.2759 0.5303
H 2.8309 0.7060 -1.1109
H 2.3860 -0.6889 -0.6415
*
```

Frontier orbital gap (eV): 9.4
Structure (SMILES): C=[N+]=C/C(C)=C/[NH3+]
Lowest unoccupied orbital energy (eV): -9.705
Relative energy (zero: lowest compared OMol25 entry of this formula, charge and spin) (kJ/mol): 217.98
Maximum force (eV/Å): 4.812
Total energy (hartree): -305.22551
HOMO (eV): -19.08

C35H33AsClF5INO4V as an isolated structure, computed with ωB97M-V/def2-TZVPD.

Geometry as ORCA input:
```
! RIJCOSX wB97M-V def2-TZVPD def2/J DEFGRID3
* xyz -2 4
V 1.4026 -2.5962 0.4426
I -4.9272 -1.3264 4.6396
C -3.8086 -1.7073 2.9469
C -2.4709 -1.5787 3.0149
C -1.7614 -2.0473 1.9248
C -2.3944 -2.7202 0.8987
C -3.7950 -2.7677 0.8480
C -4.5249 -2.2177 1.8771
C -1.6712 -3.4158 -0.1771
O -2.3640 -4.2637 -0.8154
O -0.4360 -3.0608 -0.4027
H -1.9544 -1.2331 3.9567
H -0.6931 -1.9754 1.8096
H -4.2967 -3.2432 0.0080
H -5.6293 -2.3642 1.9870
C -5.6476 0.0194 -3.0642
C -4.2555 -0.0390 -2.3626
C -4.0748 0.7289 -1.2072
C -2.8506 0.8519 -0.5544
C -2.7345 1.5581 0.7664
C -1.7151 0.2507 -1.0548
As -0.1096 0.3837 0.0891
N 1.2544 -0.6951 -0.4607
C 2.1114 -0.3017 -1.5058
C 1.8825 0.7454 -2.4261
C 2.6558 0.8989 -3.6108
C 3.8148 0.0874 -3.7582
C 4.1297 -0.7932 -2.7810
C 3.3736 -0.9909 -1.6440
C 0.6001 2.2722 -0.1671
C 1.6876 2.4980 0.7363
C 2.3588 1.4419 1.6498
C 2.3944 3.6915 0.7393
C 1.9687 4.7895 -0.0269
C 2.5971 6.1933 0.0734
C 0.8366 4.6387 -0.8657
C 0.2188 3.3812 -1.0265
C -0.9147 3.2554 -1.9932
C -1.8891 -0.6359 -2.1632
C -0.7220 -1.3068 -2.8711
C -3.1420 -0.7659 -2.7678
H -6.3574 0.0541 -2.2762
H -5.7604 -0.7942 -3.7227
H -5.8033 0.9410 -3.6765
H -4.9703 1.1996 -0.7529
H -3.7117 1.8911 1.1969
H -2.0865 2.4411 0.6979
H -2.2820 0.7617 1.3729
H 0.9754 1.3563 -2.4073
H 2.2974 1.5959 -4.3394
H 4.3969 0.0491 -4.6585
H 5.0140 -1.3778 -2.8820
H 3.7535 -1.6686 -0.8828
H 1.5782 0.8320 2.1913
H 2.9574 1.9954 2.3711
H 3.0138 0.7656 1.1093
H 3.1443 3.8697 1.4748
H 3.7019 6.2194 -0.0680
H 2.4171 6.6357 1.0628
H 2.3124 6.9363 -0.6784
H 0.5457 5.4199 -1.5414
H -1.7441 3.9462 -1.8489
H -1.3159 2.2772 -1.9375
H -0.5203 3.3900 -3.0184
H 0.0177 -1.6533 -2.1745
H -0.3258 -0.6371 -3.5902
H -0.9627 -2.2069 -3.4173
H -3.2212 -1.3572 -3.6827
Cl 6.0860 -1.8701 2.1654
C 4.7585 -2.9297 2.8150
C 3.9571 -3.5967 1.7149
O 3.6776 -4.7732 1.7240
O 3.4756 -2.7865 0.8042
H 4.0302 -2.3840 3.4570
H 5.3131 -3.6760 3.4089
F 1.3404 -2.9580 2.4884
C 1.6765 -1.8457 3.5118
F 0.8270 -0.9159 3.0234
C 0.9621 -2.5239 4.7514
F -0.2746 -3.0083 4.5654
F 1.7111 -3.5375 5.1054
F 0.8905 -1.7165 5.8421
*
```

Frontier orbital gap (spin up / spin down) (eV): 5.3 / 5.8
Lowest unoccupied orbital energy (spin up / spin down) (eV): 3.539 / 3.539
Relative energy (zero: lowest compared OMol25 entry of this formula, charge and spin) (kJ/mol): 122.42
Maximum force (eV/Å): 2.771
Total energy (hartree): -6146.28975
HOMO (spin up / spin down) (eV): -1.79 / -2.28

A 10-piece molecular cluster, C25H50O25 overall, computed with ωB97M-V/def2-TZVPD.

Geometry as ORCA input:
```
! RIJCOSX wB97M-V def2-TZVPD def2/J DEFGRID3
* xyz 0 1
O 6.9667 6.4630 13.1111
C 7.2174 7.6518 13.4022
O 7.7537 8.5243 12.5560
C 7.7881 9.7660 13.1478
C 7.7093 9.5323 14.5901
O 7.1255 8.2514 14.6794
H 8.6855 10.3089 12.8511
H 6.9241 10.3214 12.7828
H 7.1298 10.2751 15.1382
H 8.7155 9.4906 15.0071
O 5.8151 14.6133 19.2181
C 6.7046 14.7065 18.4092
O 7.1126 13.7577 17.5810
C 8.3756 13.9892 17.0651
C 8.4911 15.5462 17.3546
O 7.5525 15.7678 18.3752
H 9.0727 13.3149 17.5626
H 8.3682 13.6760 16.0211
H 8.2931 16.1391 16.4617
H 9.5457 15.6060 17.6234
O 6.3491 11.5527 6.6529
C 6.6398 11.1492 7.7577
O 6.8287 9.9154 8.1094
C 7.1886 9.7100 9.4795
C 6.9918 11.1195 10.0578
O 6.6300 11.8975 8.9098
H 6.5442 9.0034 10.0025
H 8.2019 9.3892 9.7210
H 7.8546 11.4671 10.6259
H 6.1545 11.1058 10.7556
O 14.8597 11.0787 12.2623
C 14.3704 11.3829 13.3300
O 14.2979 12.6060 13.7929
C 13.6890 12.6614 15.0580
C 13.3320 11.2868 15.3648
O 13.6026 10.6186 14.1536
H 14.3958 12.9389 15.8399
H 12.9656 13.4740 14.9924
H 12.3017 11.2556 15.7191
H 13.9543 10.8994 16.1715
O 10.4242 11.6267 14.0278
C 10.0359 12.6103 13.3928
O 9.9301 13.9036 13.8930
C 9.6793 14.8352 12.8550
C 9.1223 13.9460 11.7336
O 9.6384 12.7244 12.1209
H 8.9352 15.5631 13.1783
H 10.6649 15.2144 12.5851
H 9.6859 14.2277 10.8441
H 8.0370 13.9970 11.6467
O 15.4567 15.5010 10.7504
C 14.6902 16.4476 11.4484
C 13.2407 15.8554 11.4698
O 12.5177 16.0546 10.2396
H 15.0715 15.3433 9.8853
H 15.0730 16.4090 12.4682
H 14.7840 17.5054 11.2025
H 12.7631 16.4206 12.2702
H 13.1382 14.8413 11.8561
H 12.7586 15.5369 9.4679
O 6.4695 18.3380 11.6383
C 6.2305 18.3845 13.0388
C 6.8741 17.2635 13.9912
O 8.2693 17.6606 14.0496
H 5.7860 18.8252 11.1724
H 6.4116 19.3892 13.4208
H 5.1522 18.2472 13.1197
H 6.6190 16.2285 13.7636
H 6.4477 17.3710 14.9886
H 8.6050 17.8267 13.1657
O 7.3763 16.2245 7.5119
C 7.4121 14.8393 7.7831
C 8.7843 14.1582 7.3713
O 9.7651 14.5544 8.3638
H 6.6846 16.6490 8.0247
H 7.0792 14.7596 8.8179
H 6.5285 14.5186 7.2312
H 9.1365 14.5219 6.4060
H 8.7047 13.0714 7.3983
H 9.7501 15.5140 8.3387
O 10.4568 9.0194 10.6371
C 11.1777 9.1563 11.8081
C 12.5428 8.5012 11.9003
O 13.4416 8.9968 10.9568
H 10.7856 9.5741 9.9259
H 11.3384 10.2154 12.0094
H 10.6267 8.7925 12.6754
H 12.4225 7.4351 11.7081
H 13.0553 8.6203 12.8550
H 14.1221 9.5336 11.3694
O 11.1344 11.9656 8.9912
C 12.3393 12.2327 9.6744
C 13.3750 12.9413 8.7226
O 12.8706 14.1601 8.2582
H 10.5678 12.7375 9.0598
H 12.1175 12.9884 10.4279
H 12.5715 11.3704 10.2993
H 13.4901 12.3139 7.8387
H 14.3268 13.1158 9.2242
H 12.3796 13.9535 7.4595
*
```

Frontier orbital gap (eV): 9.2
Structure (SMILES): O=C1OCCO1.O=C1OCCO1.O=C1OCCO1.O=C1OCCO1.O=C1OCCO1.OCCO.OCCO.OCCO.OCCO.OCCO
Lowest unoccupied orbital energy (eV): -0.295
Relative energy (zero: lowest compared OMol25 entry of this formula, charge and spin) (kJ/mol): 344.17
Maximum force (eV/Å): 4.978
Total energy (hartree): -2863.43230
HOMO (eV): -9.48

Question: The highest relative energy (zero: lowest compared OMol25 entry of this formula, charge and spin) belongs to which entry?
Answer: C5H10O

Question: Among the records above, which one has the highest maximum force?
Answer: C25H50O25